# 1
C22H34Br3O16Pb | ωB97M-V/def2-TZVPD

Each line ends with the Mulliken charge.
Element x y z (Å)
Pb: -1.53 0.69 -4.11  1.447
H: 3.18 1.39 2.56  0.228
H: -3.63 -2.28 -0.63  0.171
O: -5.25 1.10 1.07  -0.360
C: 2.94 1.92 1.63  0.648
C: -1.92 2.48 1.05  -1.231
C: 2.40 4.62 -2.37  -0.375
H: -3.03 2.02 -0.72  -0.050
H: 2.47 -1.82 -0.54  0.275
H: -0.74 -1.88 -0.44  0.136
O: -6.44 2.97 1.03  -0.555
H: -2.91 -1.52 2.61  0.308
Br: -2.61 -4.62 -3.14  0.008
O: 0.59 3.96 -1.15  -0.176
C: 3.99 -3.34 0.34  0.476
H: 2.58 5.23 -3.26  0.311
H: 3.95 -4.52 2.11  0.288
C: 1.89 5.63 -0.10  -1.297
H: 2.53 4.94 0.45  0.196
H: 2.41 6.57 -0.32  0.426
C: -5.42 2.33 0.91  0.485
H: -2.57 -3.33 0.40  0.167
H: -0.92 -2.73 -3.21  -0.233
H: -2.99 -3.25 2.81  0.477
O: 4.98 -3.47 -0.64  -0.345
H: -1.45 3.31 0.51  0.250
H: 1.94 1.20 -0.11  -0.512
O: 6.88 -4.75 -0.82  -0.578
H: -3.70 -0.03 0.20  -0.061
C: -3.59 -3.09 0.11  0.079
H: 3.06 -5.21 0.72  0.279
O: -6.19 -5.22 0.43  -0.059
C: -0.87 -3.78 -3.50  0.226
C: 1.39 5.13 -1.40  0.438
Br: -0.59 -3.82 -5.52  -0.042
H: 1.03 3.10 1.35  0.112
H: 4.36 -2.60 1.05  0.273
O: -4.38 -4.13 -0.30  -0.217
O: 0.07 2.05 -2.28  -0.521
O: 3.88 1.63 -0.40  -0.394
C: -3.59 -2.36 2.62  -1.571
C: 5.77 -4.46 -0.36  0.647
H: -0.01 -0.41 -0.75  0.184
H: -1.12 1.75 1.18  0.113
O: -1.67 -0.61 -1.89  -0.645
C: -3.86 0.78 0.92  0.267
H: 0.90 1.66 2.23  0.408
H: 1.59 3.05 3.04  0.462
C: 1.57 2.51 2.10  -1.261
H: 3.08 0.00 0.54  -0.071
H: 1.79 -3.10 0.36  0.419
O: 1.86 3.34 -2.76  -0.356
C: -4.35 -2.53 1.33  0.730
H: -2.22 2.85 2.02  0.434
Br: 0.58 -4.77 -2.65  0.063
C: -5.38 -4.32 0.58  0.526
C: 4.54 2.66 0.21  0.617
O: -5.21 -3.52 1.70  -0.283
O: 5.21 -5.18 0.60  -0.320
C: 3.97 -4.70 1.03  -0.351
C: 0.75 3.06 -2.12  0.624
C: 2.64 -2.87 -0.28  -1.277
O: 3.90 2.97 1.33  -0.385
H: 3.36 4.38 -1.93  0.219
H: 1.24 5.98 0.70  0.378
H: -1.48 -0.52 0.20  -0.152
C: 2.87 1.06 0.44  0.690
C: -3.23 2.00 0.35  0.918
O: -4.23 2.96 0.66  -0.431
H: -3.41 0.38 1.83  0.150
H: -4.25 -2.18 3.47  0.395
H: 0.69 5.78 -1.92  0.295
C: -1.00 -0.86 -0.72  -0.047
H: -4.94 -1.63 1.14  0.272
O: 5.39 3.33 -0.35  -0.551
H: 2.50 -3.39 -1.22  0.189

- DFT total energy (eV) = -271477.116
- multiplicity = 2
- LUMO level (alpha / beta) (eV) = -8.78 / -12.33
- HOMO (alpha / beta) (eV) = -13.832 / -13.832
- net charge = +2

=====

# 2
C25H70AsF6N5O5 | ωB97M-V/def2-TZVPD

Each line ends with the Mulliken charge.
Element x y z (Å)
H: -1.18 0.13 2.91  0.200
C: -3.75 -3.49 -2.25  -0.862
H: -0.68 -0.65 5.88  0.344
O: 3.41 1.34 2.33  -0.458
H: 2.05 -1.82 -1.83  0.280
H: -2.73 2.85 -0.29  0.324
H: -0.15 -5.21 -1.21  0.279
H: 2.87 1.82 0.06  0.367
F: 0.34 -1.01 -0.04  -0.479
C: 3.22 3.73 2.16  -0.724
N: 2.65 3.79 0.76  0.055
H: 4.12 -2.16 -4.25  0.423
H: 3.99 -1.84 -0.02  0.465
H: -1.64 5.00 0.08  0.008
C: 0.51 -0.74 3.58  -0.642
H: -2.01 -6.29 -2.95  0.362
C: -0.92 -0.91 3.12  -0.220
H: 2.01 -1.75 4.33  0.333
H: 2.90 4.65 2.65  0.444
H: 2.56 5.91 0.87  0.421
H: 1.77 2.35 3.04  0.225
H: 5.17 -4.01 -2.75  0.392
H: 5.28 -0.95 -0.76  0.359
C: 4.54 -1.58 -3.43  -0.382
H: -3.65 -6.66 -1.08  0.317
C: 3.27 2.80 -0.19  -1.019
C: 4.27 -1.32 -0.94  -1.475
C: -3.57 3.39 -0.73  -0.927
C: -3.28 -1.36 3.62  -0.770
H: 4.01 -0.62 -3.45  0.301
C: -2.12 -4.42 -0.71  0.072
H: 3.18 2.76 3.96  0.485
O: 1.05 -1.83 4.31  -0.537
H: -1.47 -4.59 -3.23  0.304
H: -2.53 -3.28 4.94  0.413
C: 2.98 5.17 0.20  -0.881
C: -2.31 -5.25 -3.10  -0.837
H: 6.02 -3.12 -1.52  0.401
H: -4.99 6.31 1.12  0.346
C: 2.69 -2.67 -2.07  -1.023
C: -3.32 6.38 0.17  -0.851
H: -3.71 7.20 -0.46  0.420
C: -2.34 5.52 -0.57  -0.170
H: -2.23 -1.27 6.20  0.429
N: -1.87 -1.42 4.18  -0.004
F: 0.46 0.67 -1.87  -0.515
H: -4.30 3.59 0.05  0.273
H: -2.12 0.32 5.44  0.367
H: -0.69 -3.02 4.95  0.393
N: -2.96 4.51 -1.54  0.088
H: -4.36 4.51 -3.06  0.401
C: 5.03 -3.43 -1.84  -0.940
H: -4.38 -3.27 -1.39  0.378
C: -4.11 -5.76 -1.49  -0.815
H: -3.02 -2.69 -2.33  0.386
C: -1.69 -0.67 5.47  -0.898
H: 2.92 3.09 -1.18  0.454
H: -3.03 -5.18 -3.90  0.428
F: -1.92 0.67 -2.13  -0.488
H: 2.69 -3.21 -1.12  0.354
H: -3.27 -2.04 2.77  0.324
H: 1.10 -0.52 2.69  0.208
H: -3.41 -0.34 3.27  0.363
N: -3.03 -4.77 -1.86  -0.076
C: -0.95 -5.35 -0.48  -0.698
H: -1.16 3.47 -1.65  0.118
C: 2.85 2.50 2.95  -0.363
O: 6.40 -0.25 -2.60  -0.486
H: 6.68 -2.12 -3.56  0.438
H: -4.71 -5.29 -0.71  0.386
C: -1.64 -2.89 4.45  -0.758
H: 4.05 5.31 0.07  0.389
H: -1.76 6.17 -1.23  0.525
H: -2.84 7.03 0.91  0.484
H: -4.33 -3.59 -3.16  0.388
N: 4.16 -2.24 -2.12  0.277
As: -0.81 -0.22 -1.09  2.059
F: -0.95 1.03 0.16  -0.479
H: 3.68 -0.44 -1.16  0.684
C: 1.14 3.69 0.66  -1.183
H: -4.03 2.76 -1.48  0.428
H: 0.58 0.18 4.17  0.478
H: -2.74 -4.25 0.18  0.354
O: -1.44 -6.67 -0.28  -0.493
H: 3.35 0.66 3.01  0.287
H: -4.82 5.38 -1.61  0.389
C: -1.84 3.94 -2.35  -0.640
H: -1.57 -3.39 3.48  0.233
C: 6.01 -1.26 -3.53  -0.671
F: -2.20 -1.04 -0.40  -0.448
H: 0.68 4.38 1.36  0.470
O: -4.36 5.65 0.81  -0.516
H: 4.52 -4.00 -1.07  0.345
F: -0.72 -1.48 -2.30  -0.441
H: -4.01 -1.68 4.36  0.382
H: -3.63 6.21 -2.66  0.307
H: -4.69 -5.97 -2.38  0.400
H: 0.86 3.76 -0.38  0.673
H: -1.39 4.76 -2.91  0.412
H: -0.85 -7.06 0.38  0.333
H: 0.88 2.72 1.07  0.134
H: -1.76 -3.40 -0.92  -0.160
H: 2.51 5.19 -0.77  0.381
H: 4.30 3.83 2.10  0.442
H: -0.54 -5.01 0.48  0.503
H: 7.36 -0.18 -2.68  0.323
H: -2.28 3.23 -3.05  0.333
H: 4.34 2.85 -0.08  0.383
H: 6.16 -0.80 -4.52  0.418
H: 2.42 -3.27 -2.93  0.453
C: -4.03 5.26 -2.34  -0.807
H: -1.21 -1.43 2.21  0.337

- DFT total energy (eV) = -121858.239
- LUMO level (eV) = -8.15
- HOMO (eV) = -18.753
- net charge = +4

=====

# 3
C10H21ClSi | ωB97M-V/def2-TZVPD

Each line ends with the natural charge from an NBO analysis.
Element x y z (Å)
H: -1.44 1.36 -2.18  0.206
H: -0.33 2.40 -1.30  0.210
Cl: -3.15 -3.62 -0.51  -0.013
H: -2.43 2.65 1.80  0.209
H: 4.98 -2.17 1.01  0.208
H: -4.00 2.29 -0.79  0.206
H: 4.03 0.03 -2.28  0.197
C: -3.50 1.41 -0.38  -0.611
H: -1.28 -1.62 -1.22  0.234
C: -2.02 1.73 -0.12  -0.422
H: -2.42 3.79 0.44  0.206
H: 4.15 0.07 0.14  0.188
H: -1.88 3.03 -1.85  0.206
H: -0.89 3.14 1.08  0.207
H: 2.92 -2.80 2.22  0.209
C: 2.91 -1.94 1.55  -0.595
H: 3.85 -2.98 -0.10  0.202
H: 0.34 0.33 0.41  -0.168
H: -4.01 1.12 0.54  0.206
C: 4.01 -2.08 0.50  -0.439
H: 1.93 -1.89 1.07  0.206
H: 3.91 -1.80 -2.27  0.188
Si: -1.11 0.20 0.61  1.125
C: 4.06 -0.88 -0.39  -0.160
H: -3.60 0.60 -1.10  0.213
H: -3.05 -2.03 1.23  0.209
C: -1.94 2.90 0.86  -0.610
C: -1.69 -1.37 -0.25  -0.653
C: -2.59 -2.19 0.27  -0.177
C: -1.38 2.15 -1.44  -0.610
H: -1.42 0.08 2.04  -0.175
H: 3.05 -1.04 2.13  0.201
C: 4.00 -0.88 -1.70  -0.404

- DFT total energy (eV) = -31109.582
- energy relative to the best compared isomer or geometry (same formula, charge and spin) (kcal/mol) = 64.4
- LUMO level (eV) = 0.79
- HOMO (eV) = -9.537